# 1
This record from OMol25 describes 2 unconnected molecules or ions with the total composition C5H12N2. The level of theory is ωB97M-V/def2-TZVPD.

Geometry as XYZ:
```
19
Properties=species:S:1:pos:R:3:lowdin_charge:R:1
N -0.17 -0.83 0.36 0.060
N -0.29 1.51 0.15 -0.035
C 2.26 0.56 -0.22 -0.210
C -0.51 -1.81 1.08 0.078
C -1.00 0.38 -0.25 -0.460
C -2.46 0.27 0.15 -0.067
C 2.71 0.19 -1.43 -0.151
H -2.57 0.34 1.24 0.080
H -3.00 1.09 -0.30 0.083
H -1.55 -2.09 1.18 0.089
H 2.02 -0.02 -2.25 0.020
H -2.91 -0.67 -0.19 0.073
H 3.76 0.09 -1.70 0.023
H -0.49 1.74 1.12 0.058
H 3.05 0.76 0.52 0.012
H -0.88 0.22 -1.32 0.138
H 0.93 1.19 0.00 0.037
H 0.86 -0.53 0.23 0.074
H 0.24 -2.38 1.63 0.098
```

## Properties
Lowest unoccupied orbital energy in eV: -0.02
HOMO level in hartree: -0.2599
Energy relative to the best compared isomer or geometry (same formula, charge and spin) in kcal per mole: 116.10
Charge: 0
Energy in eV: -8355.1017
HOMO-LUMO gap in Ha: 0.259

***

# 2
This record from OMol25 describes 6 unconnected molecules or ions with the total composition C5H24N2O5S at a distorted geometry. The level of theory is ωB97M-V/def2-TZVPD.

Geometry as XYZ:
```
37
Properties=species:S:1:pos:R:3:lowdin_charge:R:1
S 0.38 3.65 0.11 0.697
O 2.56 -0.27 -1.47 -0.050
O 0.56 0.51 -3.07 -0.063
O 1.72 -2.68 -0.67 -0.112
O -0.96 -2.67 -0.74 -0.075
O -1.72 -0.43 -2.03 -0.058
N -0.68 -0.54 2.19 -0.072
N -2.52 1.89 -0.06 0.038
C -1.38 1.58 0.88 -0.409
C -1.56 0.05 1.18 -0.224
C 0.01 1.88 0.26 -0.544
C 0.64 -0.99 1.72 -0.298
C 1.82 -0.36 2.48 -0.085
H -2.53 2.87 -0.27 0.037
H 0.64 -2.10 1.85 0.111
H 1.73 -0.54 3.55 0.069
H -0.62 0.09 3.01 0.120
H 1.31 0.16 -2.57 -0.006
H 0.75 -0.83 0.64 0.073
H -0.30 3.93 -1.03 -0.150
H -0.91 -0.09 -2.46 0.011
H -1.49 -0.49 0.23 0.070
H 1.97 -3.45 -1.16 0.042
H -1.23 -1.84 -1.25 0.028
H -2.63 -0.10 1.55 0.136
H 0.66 -2.70 -0.68 0.054
H 2.35 -1.19 -1.17 0.008
H -1.22 -2.48 0.18 0.060
H -2.49 1.32 -0.90 0.043
H 0.12 1.37 -0.71 0.050
H 1.85 0.76 2.36 0.075
H 0.83 1.44 0.91 0.044
H 2.74 -0.82 2.22 0.061
H 0.74 1.40 -3.43 0.084
H 2.61 0.19 -0.65 0.026
H -1.51 2.16 1.82 0.130
H -2.22 -0.67 -2.82 0.080
```

## Properties
Lowest unoccupied orbital energy in eV: 0.39
HOMO level in hartree: -0.3152
Energy relative to the best compared isomer or geometry (same formula, charge and spin) in kcal per mole: 9.97
Charge: 0
SMILES: CCNC[C@H](N)CS.O.O.O.O.O
Energy in eV: -29627.8402
HOMO-LUMO gap in Ha: 0.329

***

# 3
This record from OMol25 describes a single C25H28ClN3O7 molecule. The level of theory is ωB97M-V/def2-TZVPD.

Geometry as XYZ:
```
64
Properties=species:S:1:pos:R:3:lowdin_charge:R:1
Cl 2.46 1.89 -4.23 0.697
O -1.38 -3.46 -0.74 0.098
O 3.89 1.13 2.07 -0.211
O 4.64 -2.12 -1.60 0.059
O -5.80 -0.86 -1.14 -0.059
O 1.30 -0.60 1.54 0.034
O -1.27 3.48 1.11 0.110
O -5.36 1.38 0.07 -0.042
N -0.81 0.07 1.09 0.063
N 3.69 -0.79 -0.06 0.072
N -0.02 -2.00 0.33 0.092
C 0.29 2.56 -2.78 -0.087
C 2.22 1.79 -1.55 -0.095
C 1.61 -3.09 -1.20 -0.143
C -3.54 -1.63 -0.69 0.069
C -0.59 2.52 0.87 -0.342
C -5.21 2.62 0.71 -0.057
C -2.29 -1.36 -0.12 -0.059
C 2.26 -1.80 -1.71 -0.089
C -4.56 -0.71 -0.62 -0.192
C 4.92 -0.47 0.64 -0.138
C -0.39 2.72 -1.59 -0.003
C 1.60 2.09 -2.75 -0.663
C 1.52 1.91 -0.37 -0.010
C -6.09 -2.07 -1.81 -0.072
C -0.54 1.31 1.80 -0.035
C 3.65 -1.60 -1.13 -0.510
C -4.32 0.52 0.05 -0.176
C -3.09 0.78 0.62 0.070
C 3.41 1.49 3.34 -0.114
C -1.24 -2.37 -0.22 -0.359
C 0.21 2.37 -0.37 -0.145
C 1.07 -2.98 0.23 -0.107
C 4.60 -0.09 2.08 -0.216
C -2.05 -0.16 0.53 -0.120
C 0.22 -0.84 1.01 -0.406
H 0.78 -3.37 -1.85 0.108
H 3.99 -0.87 2.55 0.128
H -3.65 -2.58 -1.18 0.120
H 5.53 0.02 2.66 0.128
H -0.18 2.81 -3.71 0.108
H -5.03 2.50 1.78 0.103
H -1.26 1.45 2.62 0.146
H -5.99 -2.93 -1.14 0.100
H 0.47 1.22 2.22 0.124
H -2.93 1.71 1.13 0.089
H 1.63 -0.94 -1.50 0.100
H 5.59 -1.34 0.60 0.128
H 2.84 -0.49 0.40 0.079
H -7.13 -1.98 -2.14 0.096
H 2.91 2.45 3.22 0.090
H 4.23 1.60 4.06 0.090
H -6.16 3.14 0.57 0.098
H 2.70 0.75 3.72 0.087
H 1.85 -2.67 0.93 0.122
H -1.41 3.09 -1.58 0.121
H 0.66 -3.95 0.53 0.132
H -4.41 3.22 0.27 0.098
H 2.35 -3.89 -1.22 0.126
H 2.38 -1.88 -2.79 0.125
H -5.45 -2.21 -2.68 0.100
H 2.03 1.69 0.56 0.099
H 5.42 0.37 0.15 0.130
H 3.24 1.44 -1.55 0.107
```

## Properties
Lowest unoccupied orbital energy in eV: 0.04
HOMO level in hartree: -0.3077
Charge: 0
SMILES: COCCNC(=O)CCCn1c(=O)c2cc(OC)c(OC)cc2n(CC(=O)c2ccc(Cl)cc2)c1=O
Energy in eV: -57706.3370
HOMO-LUMO gap in Ha: 0.309

***

# 4
This record from OMol25 describes a single C2H4Si molecule at a distorted geometry. The level of theory is ωB97M-V/def2-TZVPD.

Geometry as XYZ:
```
7
Properties=species:S:1:pos:R:3:lowdin_charge:R:1
Si 0.02 -0.20 -0.26 0.544
C 0.37 1.18 0.91 -0.270
C -0.24 -1.97 -0.81 -0.137
H -0.40 0.36 -1.55 -0.071
H 0.90 1.16 1.89 -0.041
H -1.11 -2.67 -0.39 -0.028
H 0.46 2.15 0.22 0.003
```

## Properties
Lowest unoccupied orbital energy (alpha / beta) in eV: -2.00 / -1.48
HOMO level (alpha / beta) in hartree: -0.3056 / -0.3277
Energy relative to the best compared isomer or geometry (same formula, charge and spin) in kcal per mole: 103.47
Charge: 0
Energy in eV: -10009.3790
HOMO-LUMO gap (alpha / beta) in Ha: 0.232 / 0.273

***

# 5
This record from OMol25 describes a molecular structure, C19H20HfN6O7PS2Te at a distorted geometry. The level of theory is ωB97M-V/def2-TZVPD.

Geometry as XYZ:
```
57
Properties=species:S:1:pos:R:3:lowdin_charge:R:1
Hf -15.19 5.24 7.90 1.167
Te -13.00 3.82 6.78 0.230
S -15.51 8.53 10.15 0.754
S -13.61 7.42 8.07 0.530
P -16.23 7.73 5.56 0.442
O -20.62 2.04 7.33 0.074
O -16.30 5.27 9.62 -0.266
O -15.28 4.40 5.74 -0.549
O -16.68 3.50 4.21 0.004
O -16.06 6.69 6.71 -0.510
O -17.53 7.72 4.82 -0.332
O -17.83 4.26 11.05 0.104
N -10.31 7.94 9.80 0.148
N -16.95 3.96 7.66 0.037
N -16.66 9.59 7.44 -0.072
N -15.26 6.29 3.54 0.127
N -13.63 4.73 9.68 -0.144
N -12.98 9.44 12.87 0.128
C -14.06 3.89 10.62 -0.141
C -12.28 4.87 9.55 -0.329
C -17.35 3.49 6.47 -0.153
C -17.39 4.52 9.95 -0.495
C -11.42 8.17 10.13 -0.276
C -12.89 8.98 11.79 -0.262
C -12.73 8.38 10.53 -0.385
C -11.87 3.13 11.11 -0.259
C -14.92 7.51 4.32 -0.212
C -15.91 9.39 6.18 -0.333
C -16.38 3.76 5.38 -0.597
C -17.88 3.87 8.70 -0.112
C -13.85 8.13 9.67 -0.940
C -13.25 3.04 11.33 -0.025
C -19.41 2.64 7.35 -0.284
C -10.97 2.12 11.76 -0.056
C -19.05 3.11 8.61 0.085
C -18.59 2.88 6.24 0.093
C -11.38 4.15 10.27 -0.040
H -14.73 6.23 2.65 0.173
H -16.20 10.12 5.41 0.093
H -10.30 4.28 10.10 0.128
H -15.23 5.38 4.10 0.127
H -10.62 1.34 11.09 0.076
H -14.84 9.56 6.42 0.079
H -16.27 6.38 3.31 0.146
H -15.88 8.75 8.82 -0.144
H -20.85 1.56 6.53 0.113
H -19.71 2.99 9.47 0.140
H -18.88 2.58 5.23 0.129
H -11.96 5.63 8.85 0.004
H -14.96 8.37 3.65 0.107
H -10.08 2.65 12.15 0.086
H -16.58 10.59 7.64 0.088
H -11.50 1.63 12.59 0.074
H -17.64 9.32 7.35 0.097
H -13.88 7.38 4.71 0.126
H -13.67 2.38 12.08 0.109
H -15.11 4.01 10.89 0.100
```

## Properties
Lowest unoccupied orbital energy (alpha / beta) in eV: 1.80 / 1.79
HOMO level (alpha / beta) in hartree: -0.0868 / -0.0855
Energy relative to the best compared isomer or geometry (same formula, charge and spin) in kcal per mole: 0.00
Charge: -1
Energy in eV: -82866.8750
HOMO-LUMO gap (alpha / beta) in Ha: 0.153 / 0.151

***

# 6
This record from OMol25 describes a molecular structure, C4H5NO. The level of theory is ωB97M-V/def2-TZVPD.

Geometry as XYZ:
```
11
Properties=species:S:1:pos:R:3:lowdin_charge:R:1
O 0.61 -1.19 -1.47 0.050
N 0.99 0.67 1.61 -0.006
C -0.46 -0.65 -1.33 -0.266
C -0.88 0.12 -0.09 -0.191
C 0.00 -0.09 1.11 -0.165
C 1.45 0.99 0.43 0.038
H -0.23 -0.97 1.71 0.122
H -1.91 -0.19 0.16 0.117
H -0.87 1.18 -0.37 0.121
H 2.54 0.81 0.38 0.058
H -1.23 -0.68 -2.14 0.122
```

## Properties
Lowest unoccupied orbital energy in eV: 0.34
HOMO level in hartree: -0.3094
Energy relative to the best compared isomer or geometry (same formula, charge and spin) in kcal per mole: 109.40
Charge: 0
Energy in eV: -7761.7826
HOMO-LUMO gap in Ha: 0.322

***

Q: energy of number 6 (C4H5NO)?
A: -7761.7826 eV